No. 1
Density functional theory data (ωB97M-V/def2-TZVPD) for C45H64N5O4SW as an isolated structure.

**Total charge**: +1
**E_tot**: -2793.08718 hartree
**Gap between HOMO and LUMO (alpha / beta)**: 7.188 / 7.191 eV
**Multiplicity**: 1
**Energy above the lowest of the compared OMol25 structures with the same formula, charge and spin**: 0.0 kcal per mole

Structure (XYZ):
```
120
Properties=species:S:1:pos:R:3:mulliken_charge:R:1
W 0.3909 0.6868 -0.5432 0.8807
C -2.2534 -0.6574 2.7967 -1.0353
N -0.7996 -0.6075 2.7355 1.0536
C -0.2742 -0.3375 4.0665 -1.4008
C -0.2376 -1.8623 2.2570 -1.7372
C -0.5712 -2.2237 0.8234 -0.7521
N 0.2196 -1.6306 -0.2993 0.2360
C 1.5894 -2.2235 -0.2698 -1.2739
C 2.4843 -1.8748 -1.4263 0.0479
C 3.0072 -2.8632 -2.2525 -0.3331
C 3.9402 -2.5489 -3.2276 -0.4682
C 4.3729 -1.2235 -3.3060 -0.1905
C 3.8913 -0.1962 -2.5009 -0.5329
C 2.8887 -0.5573 -1.5936 0.3261
O 2.2658 0.3683 -0.8067 -0.2023
C 4.4796 1.2180 -2.5471 2.3437
C 5.1045 1.5389 -1.1799 -1.5529
C 3.4117 2.2693 -2.8713 -1.2775
C 5.5831 1.3421 -3.6014 -2.3738
C 4.5284 -3.5887 -4.1804 1.8680
C 6.0448 -3.6825 -3.9609 -1.5853
C 3.9241 -4.9754 -3.9595 -2.1121
C 4.2465 -3.1661 -5.6286 -1.5600
C -0.4676 -2.1229 -1.5232 -2.1595
C -1.8808 -1.6165 -1.7045 0.3194
C -2.7613 -2.3959 -2.4393 -0.5683
C -4.0572 -1.9780 -2.7126 -0.7461
C -4.4523 -0.7391 -2.2197 0.0421
C -3.6185 0.0881 -1.4673 -0.8765
C -2.3328 -0.3910 -1.2167 0.2241
O -1.4577 0.3840 -0.4893 1.9445
C -4.0806 1.4621 -0.9724 2.2215
C -3.1967 2.5595 -1.5882 -1.1046
C -4.0010 1.5416 0.5605 -1.2343
C -5.5301 1.7528 -1.3714 -2.5527
C -4.9854 -2.8772 -3.5288 1.8482
C -4.3542 -3.1423 -4.9030 -1.6156
C -5.1747 -4.2092 -2.7895 -1.6363
C -6.3608 -2.2472 -3.7456 -2.1264
H -2.6137 -1.4503 3.4720 0.3341
H -2.6885 -0.8132 1.8111 0.1500
H -2.6340 0.2947 3.1725 0.3186
H -0.5332 -1.1330 4.7828 0.4261
H -0.6832 0.5982 4.4482 0.3303
H 0.8126 -0.2528 4.0328 0.3510
H -0.6237 -2.6998 2.8667 0.5251
H 0.8412 -1.8505 2.4272 0.4210
H -1.6189 -2.0068 0.6308 0.4251
H -0.4663 -3.3105 0.7232 0.5519
H 1.4890 -3.3132 -0.2132 0.6377
H 2.0576 -1.8868 0.6560 0.2136
H 2.6757 -3.8844 -2.1135 0.5650
H 5.1338 -0.9895 -4.0351 0.5698
H 4.3537 1.5389 -0.3898 0.0919
H 5.5671 2.5281 -1.2059 0.4577
H 5.8770 0.8097 -0.9284 0.3763
H 2.6510 2.3123 -2.0933 -0.3171
H 2.9280 2.0540 -3.8264 0.4225
H 3.8840 3.2520 -2.9406 0.6378
H 6.4211 0.6734 -3.3974 0.4318
H 5.9677 2.3630 -3.5931 0.4473
H 5.2116 1.1384 -4.6073 0.4440
H 6.2713 -3.9816 -2.9357 0.3491
H 6.5410 -2.7299 -4.1516 0.3139
H 6.4772 -4.4235 -4.6362 0.4660
H 4.1329 -5.3547 -2.9570 0.3767
H 4.3573 -5.6781 -4.6724 0.4313
H 2.8425 -4.9742 -4.1127 0.3980
H 4.6934 -2.1990 -5.8631 0.3035
H 3.1723 -3.0943 -5.8107 0.3436
H 4.6617 -3.9005 -6.3216 0.4567
H -0.5012 -3.2194 -1.4825 0.7406
H 0.1492 -1.8600 -2.3826 0.7814
H -2.4137 -3.3549 -2.8077 0.6341
H -5.4534 -0.4004 -2.4308 0.8475
H -2.1684 2.4768 -1.2410 -0.3791
H -3.5759 3.5425 -1.2986 0.5552
H -3.2061 2.5008 -2.6788 0.4191
H -2.9725 1.4598 0.9134 -0.2368
H -4.5880 0.7456 1.0240 0.4134
H -4.4073 2.4980 0.8982 0.5314
H -5.6616 1.7632 -2.4547 0.4648
H -5.8085 2.7390 -0.9973 0.4521
H -6.2262 1.0283 -0.9450 0.4584
H -3.3977 -3.6599 -4.8158 0.3190
H -4.1847 -2.2078 -5.4412 0.3555
H -5.0159 -3.7681 -5.5049 0.4595
H -4.2253 -4.7258 -2.6401 0.3246
H -5.8253 -4.8695 -3.3662 0.4600
H -5.6317 -4.0507 -1.8108 0.3615
H -6.2949 -1.3046 -4.2930 0.3958
H -6.8783 -2.0643 -2.8015 0.3912
H -6.9807 -2.9260 -4.3327 0.4377
O 0.3212 2.6887 -0.8049 -0.5668
N 0.1577 3.2016 -2.0701 0.5601
C 0.0840 4.5479 -2.1333 -0.3848
C -0.0968 5.1689 -3.3329 -0.9069
C -0.2018 4.3760 -4.4838 -0.5136
C -0.1166 3.0125 -4.3839 -1.2623
C 0.0692 2.3927 -3.1367 1.2288
S 0.2188 0.6817 -2.9607 -0.6426
H 0.1791 5.0427 -1.1787 0.4773
H -0.1528 6.2459 -3.3732 0.4780
H -0.3470 4.8388 -5.4505 0.4631
H -0.1867 2.3725 -5.2521 0.5870
N -1.5369 3.6825 3.7126 -0.2441
C -0.2088 3.7921 3.9801 0.1042
O 0.2526 4.6201 4.7338 -0.6250
C 0.6958 2.8226 3.2688 0.5585
C 1.9590 2.5816 3.7969 -0.4053
C 2.8034 1.7086 3.1391 -1.3985
C 2.3708 1.1121 1.9663 -0.1339
N 1.1678 1.3583 1.4449 0.2985
C 0.3517 2.2073 2.0823 -0.7539
H -2.1603 4.2906 4.2177 0.2439
H -1.9246 2.8789 3.2520 0.1891
H 2.2521 3.0943 4.7039 0.5310
H 3.7931 1.4897 3.5140 0.4866
H 2.9999 0.4401 1.3985 0.5893
H -0.5930 2.4146 1.5924 0.2576
```

No. 2
Density functional theory data (ωB97M-V/def2-TZVPD) for C45H66CdN10O4SSi2Te as an isolated structure.

**Total charge**: -1
**E_tot**: -4015.93095 hartree
**Gap between HOMO and LUMO (alpha / beta)**: 4.855 / 5.979 eV
**Multiplicity**: 2
**Energy above the lowest of the compared OMol25 structures with the same formula, charge and spin**: 0.0 kcal per mole

Structure (XYZ):
```
130
Properties=species:S:1:pos:R:3:mulliken_charge:R:1
Cd -0.6302 0.2846 -0.1004 4.9487
C 3.0757 -0.8749 -0.3276 -0.1989
O 1.8335 -1.1156 0.2950 -0.0399
C 1.4493 -2.4087 0.4776 0.6886
C 2.2154 -3.4970 0.1086 -0.7917
C 1.7718 -4.7989 0.3674 -1.0277
C 0.5746 -4.9756 1.0385 -0.5817
C -0.1992 -3.8824 1.4154 -0.7834
C 0.1819 -2.5689 1.0955 -0.1369
N -0.5703 -1.4467 1.3646 0.6416
N -1.7749 -1.7709 1.9019 -0.6671
C -2.4203 -0.8434 2.6415 0.7587
C -1.8619 0.3827 3.1532 -1.5576
O -0.7001 0.8434 2.8577 -0.7353
C -2.6942 1.1507 4.0401 -0.0302
C -3.9500 0.7895 4.4207 -1.3021
C -4.5191 -0.4253 3.9433 1.1284
C -5.8215 -0.8265 4.3133 -0.8883
C -6.3599 -2.0049 3.8656 -0.6388
C -5.5927 -2.8308 3.0219 -0.5160
C -4.3320 -2.4530 2.6346 -0.9730
C -3.7544 -1.2365 3.0712 1.0581
H 3.9017 -1.1874 0.3229 0.4963
H 3.1363 0.1889 -0.5363 -0.9446
H 3.1597 -1.4069 -1.2795 0.3035
H 3.1737 -3.3440 -0.3702 0.3929
H 2.3836 -5.6451 0.0791 0.4090
H 0.2324 -5.9749 1.2857 0.3583
H -1.1319 -4.0217 1.9412 0.3716
H -2.2470 2.0724 4.3970 0.4085
H -4.5317 1.4174 5.0881 0.2865
H -6.3912 -0.1781 4.9716 0.3751
H -7.3602 -2.3000 4.1605 0.3709
H -6.0044 -3.7690 2.6659 0.3773
H -3.7478 -3.0783 1.9733 0.2783
C -0.4402 -4.4936 -4.5827 -1.0999
C 0.5058 -4.2390 -3.4102 -0.8451
N 0.7433 -2.8339 -3.1073 1.2740
C 1.8859 -2.2003 -3.7565 0.1484
C 1.6206 -1.7239 -5.1793 -1.3438
C -0.0751 -2.1350 -2.2648 -0.2437
C -1.2159 -2.8849 -1.6290 -1.7840
N 0.0531 -0.8822 -1.9892 2.8875
H -0.6360 -5.5640 -4.6828 0.4405
H -0.0217 -4.1344 -5.5222 0.2696
H -1.3961 -3.9898 -4.4308 0.1544
H 1.4790 -4.6846 -3.6261 0.4293
H 0.1408 -4.7436 -2.5184 0.3409
H 2.7072 -2.9225 -3.7453 0.5829
H 2.2153 -1.3450 -3.1696 -0.6689
H 1.5012 -2.5567 -5.8756 0.3967
H 2.4464 -1.0955 -5.5150 0.4755
H 0.7183 -1.1107 -5.2076 0.0364
H -1.8817 -3.2939 -2.3921 0.7898
H -1.7782 -2.2047 -0.9925 -0.7018
H -0.8605 -3.7092 -1.0097 0.2075
H 0.7971 -0.3956 -2.5047 -1.9424
O -2.4765 0.5827 -1.7765 0.1968
N -2.2347 0.5183 -3.0523 0.0903
C -2.8484 -0.4239 -3.7959 0.0010
C -2.6223 -0.5056 -5.1515 -0.8638
C -1.7458 0.3820 -5.7583 -0.4382
C -1.1040 1.3224 -4.9720 -1.1115
C -1.3598 1.3740 -3.6170 -0.3255
H -3.5001 -1.0736 -3.2312 0.2920
H -3.1335 -1.2724 -5.7170 0.4692
H -1.5456 0.3215 -6.8193 0.3612
H -0.3597 2.0002 -5.3658 0.4586
H -0.8579 2.0454 -2.9320 0.6039
C -4.8119 -1.1335 -0.5183 -0.4966
Si -5.4669 0.6176 -0.4788 0.2801
C -5.3933 1.4331 -2.1701 -0.6268
C -7.2826 0.5489 0.0140 -1.2397
C -4.6625 1.6082 0.8963 0.4049
Te -2.6369 2.2600 0.9038 -0.7499
C -2.7924 3.5923 -0.7700 0.8053
Si -2.3566 5.3546 -0.3197 0.6189
C -1.8540 6.2747 -1.8710 -1.1335
C -0.9735 5.4785 0.9551 -0.6309
C -3.8909 6.1418 0.4253 -1.1822
H -4.9598 -1.5800 -1.5073 0.6033
H -5.3395 -1.7478 0.2146 0.4609
H -3.7458 -1.1664 -0.2798 -0.4828
H -5.6462 0.6985 -2.9415 0.3184
H -4.4010 1.8247 -2.3943 -0.1562
H -6.1185 2.2488 -2.2441 0.4516
H -7.8598 -0.0531 -0.6955 0.3169
H -7.7257 1.5486 0.0433 0.3047
H -7.3935 0.0973 1.0041 0.3117
H -4.7155 0.9928 1.8025 -0.8514
H -5.2509 2.5055 1.1102 0.7540
H -3.8290 3.5470 -1.1098 0.4175
H -2.1478 3.2027 -1.5548 -0.8957
H -0.9861 5.7809 -2.3176 0.2363
H -1.5850 7.3123 -1.6518 0.3347
H -2.6593 6.2828 -2.6109 0.3040
H -0.2130 6.1890 0.6179 0.3402
H -0.4888 4.5190 1.1439 -0.1707
H -1.3652 5.8284 1.9130 0.4033
H -4.7461 6.0674 -0.2524 0.3092
H -3.7284 7.2003 0.6490 0.3218
H -4.1560 5.6394 1.3607 0.2856
C 3.6225 3.3976 2.1816 -1.3955
N 2.6560 2.9916 1.1959 0.6105
C 2.2302 3.8098 0.0765 0.1139
C 1.0507 3.0016 -0.4508 -1.0381
O 0.2917 3.3549 -1.3263 -0.5508
N 0.9530 1.8456 0.2874 0.3563
C 1.8194 1.9354 1.3061 -1.2412
N 1.8576 1.0699 2.3092 -0.0212
H 4.3692 4.0284 1.7012 0.3993
H 4.1401 2.5260 2.5853 0.4315
H 3.1719 3.9605 3.0062 0.2355
H 2.9975 3.9093 -0.6936 -0.1847
H 1.8961 4.7999 0.3932 0.4332
H 0.9422 0.6043 2.5021 0.0263
H 2.3196 1.3804 3.1480 0.3541
C 5.8723 1.5762 -0.4303 -1.1424
C 5.1291 2.3244 -1.5036 1.0006
C 5.4951 3.6096 -1.8855 -0.7728
C 4.7053 4.1870 -2.8724 -0.2571
N 3.6691 3.5914 -3.4316 -0.5159
C 3.3586 2.3374 -2.9998 -0.2062
S 2.0298 1.5187 -3.7144 -0.2284
N 4.0853 1.7047 -2.0370 -0.2476
H 6.8975 1.9332 -0.3255 0.4806
H 5.8760 0.5112 -0.6574 0.2261
H 5.3682 1.7015 0.5321 0.0419
H 6.3473 4.1208 -1.4583 0.3762
H 4.9276 5.1905 -3.2306 0.3721
```